[1]
A structure of composition C17H17FeNO, computed with wB97M-V/def2-TZVPD.

## Properties
E_HOMO (spin up / spin down): 1.743 / -0.271 eV
Multiplicity: 5
Charge: -2
<S²>: 6.104
HOMO-LUMO gap (spin up / spin down): 3.720 / 5.561 eV

```
37
Properties=species:S:1:pos:R:3:forces:R:3:lowdin_charge:R:1
C -0.645 -4.923 -1.074 1.65 -0.80 -0.09 -0.166
O -0.528 -2.037 1.633 0.48 0.39 0.35 -0.109
H -3.722 -4.683 -3.965 0.04 -0.25 0.20 0.095
H -1.893 -0.838 -1.477 -0.05 0.04 0.30 0.064
C -1.064 -6.135 -0.393 1.84 -0.59 -0.27 -0.188
C -1.449 -7.112 -1.400 1.94 -0.87 -0.09 -0.217
C -1.263 -6.500 -2.709 2.12 -0.72 0.08 -0.215
C 1.658 -1.193 1.165 -0.01 0.40 0.13 -0.048
H -0.240 -4.032 -0.598 -0.37 -0.20 -0.07 0.100
H -3.520 -1.012 -0.805 0.00 0.04 0.14 0.062
H -2.188 -2.014 -0.177 -0.07 0.13 -0.22 0.053
C -3.519 -3.776 -1.907 -1.66 -0.36 0.15 -0.351
H -4.654 -6.371 0.019 0.21 0.11 -0.22 0.082
H -3.696 -3.807 0.345 0.08 -0.37 -0.11 0.103
N 2.290 0.930 2.062 0.97 1.24 0.12 -0.058
C -3.782 -4.378 -0.575 -1.68 1.30 -0.26 -0.150
H 3.492 -0.140 0.745 -0.21 0.05 0.17 0.074
C 0.361 -1.165 1.830 -0.12 -0.05 -0.15 -0.493
H -0.720 0.085 3.288 -0.10 -0.10 -0.06 0.073
H -1.020 -6.299 0.681 -0.21 0.11 -0.33 0.095
C -2.613 -1.570 -1.090 0.40 0.42 0.17 -0.135
C -0.764 -5.149 -2.505 1.77 -0.91 0.09 -0.194
H -1.416 -6.984 -3.673 -0.12 0.17 0.31 0.087
H -2.743 -2.260 -3.189 0.06 -0.05 0.08 0.081
H 1.901 -2.032 0.524 -0.12 -0.05 -0.01 0.079
C 2.541 -0.134 1.290 -1.06 -0.54 0.41 -0.245
H -4.668 -6.921 -2.640 0.20 0.18 0.13 0.081
H -0.468 -4.449 -3.284 -0.28 -0.15 0.25 0.093
Fe -2.493 -5.455 -1.590 0.10 0.73 0.67 0.267
C -4.300 -6.002 -2.189 -1.98 0.35 0.13 -0.220
H -1.760 -8.137 -1.211 -0.01 0.32 -0.05 0.082
C 1.147 0.988 2.756 -0.15 -1.12 -0.46 -0.251
C -4.290 -5.712 -0.766 -1.85 0.23 -0.24 -0.210
C 0.190 -0.013 2.709 0.31 0.07 -0.24 -0.057
C -2.891 -2.552 -2.150 -0.29 -0.20 -0.60 -0.155
H 0.992 1.877 3.379 0.08 -0.22 -0.15 0.072
C -3.803 -4.846 -2.894 -1.93 1.26 -0.23 -0.180
```
Positions in Å, forces in eV/Å.

[2]
A structure of composition C17H17MnN, computed with wB97M-V/def2-TZVPD.

## Properties
E_HOMO (spin up / spin down): -6.778 / -7.623 eV
Multiplicity: 4
Charge: 0
<S²>: 3.821
HOMO-LUMO gap (spin up / spin down): 6.737 / 8.108 eV

```
36
Properties=species:S:1:pos:R:3:forces:R:3:lowdin_charge:R:1
C -0.848 0.989 -1.933 0.21 0.15 -0.32 -0.156
C -0.822 0.759 4.693 0.43 -0.52 -1.62 -0.144
C -1.048 2.918 3.685 -0.03 -0.15 -1.55 -0.073
H 0.137 -3.007 4.449 -0.02 0.03 0.12 0.094
N -1.406 -0.654 0.622 -2.93 -2.05 0.67 -0.114
H -1.072 0.394 6.797 0.04 -0.13 -0.10 0.107
C -0.129 -1.190 3.370 -0.06 0.50 -0.02 -0.047
H -0.933 -2.886 -0.563 0.20 0.42 0.19 0.079
H -1.331 2.552 5.767 -0.05 0.23 0.20 0.102
H -1.892 2.310 -0.447 0.43 -0.30 -0.05 0.121
C -0.498 -1.402 5.766 -0.06 0.16 -0.11 -0.103
H 0.163 -2.726 0.925 -0.14 0.16 -0.31 0.049
H -1.677 0.570 -2.511 0.44 0.12 0.39 0.116
C -0.484 0.204 3.348 -0.01 -1.04 3.53 -0.169
C -1.095 2.156 4.795 0.13 -0.87 -0.01 -0.076
C -0.460 1.040 2.227 1.23 -1.79 -2.17 -0.076
H -2.322 -1.054 0.892 0.87 0.82 -0.31 0.045
H 2.379 1.693 -1.245 -0.52 -0.12 0.06 0.113
H 1.984 -1.770 -0.505 -0.65 0.06 -0.12 0.073
H -0.817 3.100 1.584 0.15 -0.80 0.15 0.075
C -0.961 1.910 -0.850 0.09 -0.22 -0.28 -0.175
C -0.146 -1.964 4.527 0.08 0.60 -1.00 -0.092
H -0.498 -2.020 6.654 -0.01 0.00 0.03 0.096
C 0.363 2.281 -0.454 0.19 -0.37 -0.07 -0.160
C 0.545 0.802 -2.202 -0.37 0.04 0.38 -0.152
C 0.963 -1.900 -0.902 -0.43 -1.34 0.58 -0.129
C 1.290 1.597 -1.280 -0.28 -0.26 0.03 -0.122
H 0.188 -1.610 2.408 -0.19 0.10 0.63 0.056
C -0.037 -2.458 -0.110 1.67 0.44 -1.15 -0.076
C -0.821 -0.070 5.845 0.02 0.10 -0.40 -0.055
C -0.750 2.324 2.364 -1.02 3.44 1.81 -0.133
H 0.876 -1.943 -2.002 -0.08 0.29 0.84 0.064
H -1.269 3.986 3.744 0.10 -0.27 -0.10 0.097
Mn -0.085 0.074 -0.052 0.80 2.86 -0.12 0.552
H 0.966 0.203 -3.016 -0.23 0.19 0.55 0.112
H 0.617 2.999 0.325 -0.01 -0.48 -0.34 0.100
```
Positions in Å, forces in eV/Å.

[3]
An isolated molecule of C17H17N3O3S2, computed with wB97M-V/def2-TZVPD.

## Properties
E_HOMO: -8.420 eV
Charge: 0
HOMO-LUMO gap: 8.942 eV

```
42
Properties=species:S:1:pos:R:3:forces:R:3:lowdin_charge:R:1
C 2.170 1.208 -0.101 -0.47 -0.22 -0.05 -0.290
H -3.343 1.940 3.623 0.00 0.04 0.08 0.101
H 5.456 4.429 -1.371 0.04 0.07 -0.04 0.075
H -4.764 2.772 1.803 -0.04 0.07 0.01 0.100
O -0.341 0.663 -0.646 0.44 0.15 -0.18 -0.290
N -1.759 -1.386 0.922 0.40 -0.97 0.09 0.107
H 5.346 1.510 0.973 0.09 -0.04 0.08 0.117
H -1.870 -0.033 3.269 0.08 -0.03 0.13 0.115
C -2.507 -0.294 1.253 -0.71 0.71 -0.34 -0.324
C 1.556 -1.309 -1.787 0.11 0.17 -0.47 -0.077
H 1.722 -3.148 0.486 -0.23 0.02 -0.10 0.137
H 6.022 3.976 0.242 0.06 0.07 0.03 0.084
C -3.321 0.201 0.211 0.19 -0.24 0.24 -0.472
H 0.351 -2.226 1.186 0.07 -0.26 -0.02 0.107
C -4.140 1.298 0.397 -0.08 0.04 -0.02 -0.093
C 4.443 1.713 0.417 -0.16 -0.06 -0.01 -0.027
C -4.137 1.909 1.637 -0.08 0.08 -0.09 -0.091
H 0.632 -1.165 -2.358 0.06 -0.08 -0.03 0.095
O 0.290 -4.314 -1.220 0.11 -0.09 0.03 0.088
C -2.516 0.336 2.491 0.01 -0.03 -0.12 -0.013
C -3.331 1.435 2.669 0.01 -0.01 0.11 -0.081
S -3.091 -0.758 -1.219 0.29 -0.20 0.28 1.087
C -1.923 -1.721 -0.297 -0.94 0.67 -0.01 -0.609
H 2.010 -2.258 -2.066 0.05 0.02 0.04 0.103
C 4.426 2.764 -0.498 -0.11 0.01 -0.05 -0.269
C 3.318 0.936 0.619 0.14 0.00 0.09 -0.047
H 2.241 -0.497 -2.030 0.04 -0.07 -0.19 0.087
H -4.756 1.668 -0.408 -0.09 0.08 -0.05 0.106
H 3.230 3.836 -1.915 0.00 0.08 -0.06 0.113
C -0.059 -3.302 -0.658 0.20 -0.01 0.13 -0.454
C 2.127 2.246 -1.010 -0.20 -0.05 -0.03 -0.048
H 6.446 2.984 -1.146 0.09 0.02 -0.04 0.086
N -1.290 -2.761 -0.929 -0.35 -0.34 -0.61 0.121
S 0.733 0.187 0.184 0.51 -0.04 -0.16 0.686
O 0.522 0.077 1.594 0.30 -0.10 0.20 -0.269
H -1.794 -3.204 -1.690 0.21 -0.02 0.16 0.154
C 3.258 3.022 -1.206 0.07 -0.05 0.10 -0.027
H 3.307 0.124 1.328 0.11 -0.11 0.12 0.118
C 0.858 -2.511 0.263 0.20 -0.18 0.51 -0.110
C 5.656 3.592 -0.708 0.02 -0.02 0.00 -0.047
N 1.325 -1.288 -0.361 -0.38 0.86 0.34 -0.263
H 1.210 2.430 -1.546 -0.08 0.06 -0.10 0.115
```
Positions in Å, forces in eV/Å.

[4]
A structure of composition C17H17N3O3S2, computed with wB97M-V/def2-TZVPD.

## Properties
E_HOMO: -8.190 eV
Charge: 0
HOMO-LUMO gap: 7.908 eV

```
42
Properties=species:S:1:pos:R:3:forces:R:3:lowdin_charge:R:1
C -0.076 -0.209 -1.462 2.27 -6.04 1.30 -0.156
C -1.471 0.252 2.114 -5.05 -4.28 -7.06 -0.170
C -0.591 1.800 -2.350 -10.33 4.97 -5.56 0.057
S 1.585 1.792 -1.351 8.05 11.93 5.30 0.843
C 0.792 -2.096 -0.369 0.20 -6.50 -2.65 -0.169
C 1.442 2.628 1.045 -3.02 -4.55 10.01 -0.175
C -0.284 -2.873 -1.147 3.78 -5.52 6.30 -0.038
H -2.628 1.623 -3.433 -6.66 6.12 -6.45 -0.020
H 3.594 0.275 -0.194 -2.39 0.84 2.95 0.145
H -0.181 -4.031 -0.658 -0.95 2.93 -2.18 0.163
C 3.008 0.784 0.808 1.68 -0.73 -2.51 -0.063
H -1.995 -2.884 -2.018 -7.66 -4.79 -2.38 0.035
N 0.973 -0.983 -0.826 0.17 7.89 -0.71 0.086
H 2.693 0.051 1.633 0.72 1.01 -1.35 0.094
C -2.071 1.187 -2.877 11.19 -6.59 8.04 0.063
C -1.444 -3.745 2.030 3.30 1.97 2.41 -0.343
C -1.322 -1.329 1.995 7.81 4.63 5.06 -0.631
H 3.867 1.457 1.066 -1.03 -0.34 0.64 0.085
N 1.836 1.600 0.367 4.21 -5.58 -6.08 -0.306
H 0.182 0.368 0.775 -2.22 1.09 1.32 0.139
C -0.145 -3.314 2.682 -5.44 4.71 -3.65 -0.112
H -2.375 0.205 1.067 0.76 0.46 3.35 0.164
H 0.604 -3.830 3.113 2.05 -2.58 1.13 0.038
O 1.372 3.448 -1.416 0.60 -6.93 -0.66 -0.367
H -0.709 2.906 -2.627 1.51 -1.78 0.81 0.153
C 0.016 -1.835 2.628 -7.55 -4.16 -3.04 -0.043
H -1.706 -4.786 1.992 -0.56 0.02 -0.25 0.036
C 0.081 2.024 1.816 1.57 1.96 -1.23 -0.422
H 2.002 3.017 1.881 0.82 -0.34 0.25 0.148
S -2.490 -2.343 1.640 0.28 -4.10 -0.23 1.038
H -1.954 0.737 2.900 -0.16 0.57 1.47 0.093
O 2.725 1.255 -1.978 0.87 -1.04 -1.53 -0.252
O -0.339 2.636 2.731 -1.33 1.76 3.08 0.080
C -1.151 -0.971 -1.892 -2.43 4.65 -3.28 -0.116
C -1.234 -2.379 -1.906 7.14 5.79 3.00 -0.044
N -0.579 0.948 1.324 6.07 -0.70 -1.90 0.009
H 1.164 3.359 0.563 -2.92 7.33 -5.03 0.011
C -2.190 -0.145 -2.677 -1.12 -2.86 0.78 0.003
C 0.256 1.134 -1.695 -5.07 -5.60 -0.44 -0.446
H 0.753 -1.251 3.050 1.37 1.26 0.62 0.059
H -3.135 -0.833 -3.036 2.32 2.13 0.69 0.163
H 1.791 -2.653 0.030 -2.86 1.01 -0.34 0.168
```
Positions in Å, forces in eV/Å.

[5]
An isolated molecule of C17H17N5OS2, computed with wB97M-V/def2-TZVPD.

## Properties
E_HOMO: -8.685 eV
Charge: 0
HOMO-LUMO gap: 9.116 eV

```
42
Properties=species:S:1:pos:R:3:forces:R:3:lowdin_charge:R:1
H -1.407 -2.210 -2.980 -0.13 0.10 -0.19 0.061
C -0.167 1.728 -2.126 0.05 -0.01 -0.04 -0.010
C 1.185 -4.314 0.662 0.01 -0.01 0.21 -0.172
C 0.288 1.169 -0.936 -0.64 0.59 -0.09 -0.202
N 2.495 -1.237 -2.008 0.23 -0.30 -0.86 -0.012
N 1.613 -0.360 -2.207 -0.59 0.43 -0.84 0.059
C 3.188 -1.520 2.149 -0.34 0.10 -0.23 -0.324
H 0.082 1.108 1.213 -0.04 -0.04 0.09 0.056
H -1.523 3.112 -3.034 -0.02 0.04 -0.12 0.116
H -3.625 4.532 1.361 0.01 0.07 0.03 0.106
C -1.257 2.495 0.291 -0.03 0.15 -0.30 -0.175
N 1.290 0.193 -1.023 1.26 -1.03 0.93 -0.034
O 1.602 -3.027 3.131 -0.30 0.06 0.36 0.052
H -2.710 4.960 -1.213 -0.06 0.01 -0.03 0.116
N 2.814 -1.324 -0.727 0.13 0.40 0.95 0.003
C -2.668 4.316 0.890 -0.07 0.02 0.02 -0.169
H 2.804 -3.047 0.227 -0.11 0.05 0.29 0.099
H -0.599 -2.152 1.262 0.03 0.03 0.24 0.115
H 0.723 -4.638 1.599 0.07 -0.07 -0.20 0.127
C -0.547 -2.477 0.238 0.07 -0.26 0.05 -0.140
C -1.013 -2.465 -2.017 0.16 -0.27 -0.16 -0.421
C 2.283 -2.749 2.168 0.52 -0.02 -0.14 -0.594
C -1.254 -1.868 -0.822 -0.08 0.01 -0.18 -0.198
H 0.275 1.405 -3.055 0.01 0.01 -0.05 0.104
H 4.036 -1.606 1.475 0.05 -0.02 0.07 0.081
H -1.359 3.263 2.312 -0.03 -0.03 0.07 0.117
H 1.558 -5.180 0.113 -0.06 -0.02 0.13 0.114
H 3.500 -1.259 3.159 -0.04 -0.05 -0.06 0.087
N 2.298 -3.448 1.014 0.28 -0.37 -0.21 0.062
C -0.258 1.545 0.289 0.19 -0.14 -0.21 0.020
C -2.805 4.052 -0.619 -0.14 0.10 -0.02 -0.129
H -2.010 5.171 1.049 -0.01 0.02 0.01 0.113
C 2.067 -0.435 -0.093 -0.04 0.06 -0.60 -0.588
C 0.214 -3.533 -0.167 -0.14 -0.13 -0.41 -0.523
S 2.146 -0.121 1.604 0.08 0.16 0.46 1.030
H -1.906 -1.021 -0.698 -0.14 0.14 -0.02 0.101
H -3.774 3.601 -0.850 -0.05 0.05 -0.02 0.121
S 0.079 -3.782 -1.876 -0.23 0.34 0.54 1.025
C -1.174 2.679 -2.109 0.06 -0.10 0.13 -0.008
C -2.007 3.051 1.463 -0.06 0.02 0.15 -0.125
C -1.714 3.063 -0.897 0.12 -0.08 0.20 -0.185
H -2.761 2.329 1.789 -0.01 -0.01 0.07 0.123
```
Positions in Å, forces in eV/Å.

[6]
An isolated molecule of C17H17NO2, computed with wB97M-V/def2-TZVPD.

## Properties
E_HOMO: -8.581 eV
Charge: 0
HOMO-LUMO gap: 9.219 eV

```
37
Properties=species:S:1:pos:R:3:forces:R:3:lowdin_charge:R:1
H -0.854 -0.021 -7.317 -0.56 0.31 -0.83 0.094
C -0.605 -1.144 -5.579 1.69 -2.87 -0.49 -0.116
C 0.735 -0.946 -0.060 -0.23 -2.39 0.91 0.008
H -1.387 1.541 0.986 0.31 -0.29 0.34 0.111
H 0.328 2.046 4.605 1.11 0.06 -0.27 0.126
H 0.866 -1.672 -1.991 -0.13 0.23 -0.11 0.114
C 0.059 -0.176 0.863 -0.72 1.20 -0.97 -0.142
H 3.101 -1.029 3.316 2.63 -0.46 -0.91 0.095
C -0.418 -1.216 -4.185 -0.25 1.34 -2.05 -0.020
H -0.231 -2.014 -6.227 -0.63 1.04 1.26 0.126
C 2.154 -0.839 3.647 -2.26 0.43 -0.78 -0.086
C -1.159 0.804 -0.988 1.09 -0.06 0.46 0.011
C -1.380 0.949 -4.038 -0.65 1.92 -2.13 -0.046
C -0.530 -0.111 -1.912 -2.47 3.41 -0.66 -0.154
C 0.808 1.061 4.806 -0.59 0.27 -2.67 -0.130
H 1.994 -1.330 4.555 -0.48 -0.85 1.47 0.108
N -0.261 0.091 4.673 0.55 -0.95 -0.58 -0.063
C 0.350 -0.939 -1.372 2.21 -2.16 -0.45 -0.077
C 0.427 -0.159 2.261 1.43 -0.89 2.90 -0.389
H -1.131 -1.112 3.306 -1.03 -1.39 -0.36 0.107
C -1.433 1.008 -5.449 -0.63 -0.12 -1.40 -0.066
H -1.834 1.779 -3.498 0.38 -0.17 0.03 0.108
H -0.998 0.305 5.306 -0.60 0.02 0.30 0.098
H -1.722 1.677 -1.292 -0.37 -0.35 -0.45 0.095
H 1.164 1.092 5.790 0.72 -0.27 1.50 0.094
H 0.047 -2.148 -3.935 0.07 -0.05 1.12 0.097
H -1.843 1.810 -6.074 -0.01 0.38 1.14 0.103
O 1.248 -1.338 2.618 -0.58 1.45 0.51 -0.049
C -0.877 0.786 0.399 0.30 -1.09 -2.26 0.013
C -0.777 -0.129 3.295 1.97 1.69 0.31 -0.059
H 2.829 1.179 3.798 0.81 0.86 0.33 0.138
C -0.726 -0.062 -3.418 -0.05 -2.94 1.80 -0.164
C 1.908 0.665 3.727 -1.78 -0.36 1.15 -0.247
O 1.375 0.903 2.463 -1.39 0.48 -0.96 0.004
C -1.036 -0.056 -6.274 0.34 1.01 2.45 -0.106
H -1.545 0.609 3.028 0.16 -0.16 -0.21 0.116
H 1.355 -1.861 0.166 -0.36 1.71 0.54 0.148
```
Positions in Å, forces in eV/Å.

no.,largest force on an atom (eV/Å)
1,2.32
2,4.02
3,1.15
4,15.34
5,1.87
6,4.26